Entry 1:
The following is a quantum chemistry calculation of C34H40Cl7GeN8O4V as an isolated structure at a distorted geometry, from OMol25.

Geometry (Å):
V (-0.4208, -0.2303, -0.0153)
C (0.3163, 3.3130, 0.0415)
N (1.1185, 2.9697, 1.1897)
C (1.9325, 4.0766, 1.6490)
C (1.1330, 1.7943, 1.8195)
N (0.5702, 0.6791, 1.3448)
C (0.2166, -0.3650, 2.1804)
C (-0.3827, -0.1190, 3.4279)
C (-0.7225, -1.1454, 4.2796)
C (-0.4771, -2.4640, 3.8998)
C (0.0440, -2.7397, 2.6543)
C (0.3841, -1.7159, 1.7503)
N (0.6947, -1.9833, 0.4390)
C (1.3650, -3.0748, 0.0757)
N (2.2890, -3.6278, 0.9064)
C (2.5037, -5.0561, 0.9932)
C (3.0598, -2.8304, 1.8248)
N (1.1182, -3.7310, -1.0757)
C (2.1912, -4.3209, -1.8545)
C (-0.0049, -3.3507, -1.8944)
N (1.8825, 1.7456, 2.9770)
C (1.5818, 2.5955, 4.1131)
C (2.6915, 0.5966, 3.3002)
H (-0.4359, 4.0498, 0.3335)
H (-0.1629, 2.4338, -0.3862)
H (0.9768, 3.7532, -0.7061)
H (2.2350, 4.6614, 0.7841)
H (2.8308, 3.7157, 2.1439)
H (1.3650, 4.7281, 2.3162)
H (-0.5756, 0.9067, 3.7043)
H (-1.2000, -0.9265, 5.2220)
H (-0.7400, -3.2757, 4.5616)
H (0.1564, -3.7660, 2.3310)
H (1.7396, -5.5847, 0.4295)
H (2.4346, -5.3590, 2.0418)
H (3.4899, -5.3454, 0.6272)
H (2.9823, -1.7850, 1.5385)
H (4.1077, -3.1274, 1.7618)
H (2.7250, -2.9495, 2.8601)
H (3.1307, -4.2943, -1.3186)
H (2.3219, -3.7403, -2.7692)
H (1.9525, -5.3515, -2.1198)
H (-0.8926, -3.2717, -1.2709)
H (-0.1786, -4.1225, -2.6455)
H (0.1973, -2.4031, -2.4057)
H (0.7813, 3.2873, 3.8697)
H (2.4735, 3.1473, 4.4175)
H (1.2564, 1.9730, 4.9519)
H (3.0020, 0.0954, 2.3849)
H (2.1807, -0.1160, 3.9586)
H (3.5861, 0.9515, 3.8155)
O (-5.5572, -4.4439, -1.7505)
C (-5.3082, -4.1977, -0.3902)
C (-4.1595, -3.2462, -0.2414)
C (-3.5977, -2.9859, 1.0092)
C (-2.5694, -2.0707, 1.1040)
N (-2.0276, -1.4671, 0.0473)
C (-2.5851, -1.6823, -1.1600)
C (-3.6522, -2.5625, -1.3340)
C (-1.9774, -0.9144, -2.2278)
C (-2.4003, -0.9870, -3.5502)
C (-1.7885, -0.2041, -4.5133)
C (-2.2370, -0.2949, -5.9477)
O (-3.4968, -0.8912, -6.0911)
C (-0.7454, 0.6311, -4.1028)
C (-0.3805, 0.6497, -2.7751)
N (-0.9524, -0.1172, -1.8414)
H (-6.2773, -5.0797, -1.8334)
H (-5.0835, -5.1279, 0.1536)
H (-6.1836, -3.7385, 0.0952)
H (-3.9771, -3.4724, 1.8949)
H (-2.1688, -1.8138, 2.0737)
H (-4.0943, -2.7385, -2.3010)
H (-3.1999, -1.6486, -3.8459)
H (-1.5416, -0.9442, -6.4939)
H (-2.1958, 0.7019, -6.4077)
H (-4.1801, -0.2740, -5.8035)
H (-0.2315, 1.2617, -4.8106)
H (0.4353, 1.2721, -2.4295)
Cl (7.3113, -0.4907, -0.7927)
C (5.6551, -0.0508, -0.9425)
C (5.3054, 1.3175, -0.9466)
Cl (6.5599, 2.4903, -0.9272)
C (3.9779, 1.7001, -0.9684)
Cl (3.6180, 3.3805, -1.0132)
C (2.9184, 0.7542, -0.9964)
O (1.6978, 1.0339, -0.8871)
C (3.2957, -0.6604, -1.2317)
O (2.3914, -1.4534, -1.5359)
C (4.6765, -1.0060, -1.0879)
Cl (5.1174, -2.6641, -1.1622)
Cl (-4.1466, 0.3918, 1.5225)
Ge (-2.3127, 1.2931, 0.6836)
Cl (-1.9837, 2.7932, 2.2801)
Cl (-3.1344, 2.4567, -0.9906)

Its max |F| is 1.9 eV/A. Its gap between HOMO and LUMO (spin up / spin down) is 3.59 / 3.36 eV. Its total charge is +1. The spin multiplicity is 2. Its molar mass is 996.47 g mol⁻¹. As for the expectation value of S²: 0.83. As for the LUMO energy (spin up / spin down): -0.191 / -0.185 hartree. As for the HOMO energy (spin up / spin down): -8.78 / -8.39 eV.



Entry 2:
The following is a quantum chemistry calculation of C24H33N2Re as an isolated structure at a distorted geometry, from OMol25.

Geometry (Å):
C (-1.4168, -1.9080, 1.6464)
C (-1.2068, -2.3142, 0.2861)
C (-1.8072, -1.3232, -0.5590)
C (-2.3049, -0.2566, 0.2690)
C (-2.0704, -0.6296, 1.6414)
Re (-0.2580, -0.4624, 0.6285)
C (0.8688, 3.1011, 0.0403)
C (1.1280, 2.0544, 0.8703)
H (2.1586, 1.6960, 0.9519)
C (0.1309, 1.3536, 1.6920)
H (-0.7628, 1.9140, 1.9635)
H (0.5673, 0.8556, 2.5651)
C (1.9051, 3.5860, -0.9372)
H (2.7775, 2.9179, -0.9473)
H (1.4943, 3.6247, -1.9586)
H (2.2476, 4.6025, -0.6861)
C (-0.4287, 3.8556, 0.0567)
H (-1.0967, 3.5178, 0.8538)
H (-0.2435, 4.9290, 0.2110)
H (-0.9652, 3.7648, -0.8998)
C (-0.4585, -3.5296, -0.1564)
H (0.3066, -3.8103, 0.5787)
H (-1.1210, -4.3933, -0.2950)
H (0.0429, -3.3520, -1.1145)
C (-2.0987, -1.5240, -2.0138)
H (-1.2157, -1.8821, -2.5533)
H (-2.9033, -2.2635, -2.1495)
H (-2.4159, -0.5908, -2.4841)
C (-3.0736, 0.9436, -0.1958)
H (-2.7336, 1.2582, -1.1864)
H (-4.1539, 0.7454, -0.2825)
H (-2.9445, 1.7882, 0.4923)
C (-2.6376, 0.0398, 2.8568)
H (-2.7542, 1.1156, 2.6995)
H (-3.6375, -0.3544, 3.0950)
H (-1.9983, -0.1296, 3.7311)
C (-1.1764, -2.7434, 2.8648)
H (-0.9242, -2.1214, 3.7311)
H (-2.0720, -3.3183, 3.1522)
H (-0.3812, -3.4834, 2.7027)
C (0.3531, 0.1889, -1.5685)
C (1.3264, -0.5724, -2.1851)
C (-0.2502, 1.2294, -2.2720)
C (1.7457, -0.2886, -3.4916)
H (1.7616, -1.4230, -1.6539)
C (0.1754, 1.5442, -3.5738)
H (-1.0530, 1.8224, -1.8370)
C (1.1825, 0.7863, -4.1863)
H (2.5077, -0.9259, -3.9482)
H (-0.3039, 2.3749, -4.1047)
H (1.5059, 1.0283, -5.2016)
N (2.2635, -1.8483, 2.1175)
C (3.5955, -2.0150, 2.1420)
C (4.1094, -1.3041, 1.0633)
C (3.0160, -0.7066, 0.4354)
N (1.8769, -1.0303, 1.0929)
H (1.6004, -2.2202, 2.7892)
H (4.0652, -2.6086, 2.9139)
H (5.1379, -1.2219, 0.7576)
H (3.0172, -0.0834, -0.4498)

Its max |F| is 9.4 eV/A. Its gap between HOMO and LUMO (spin up / spin down) is 8.05 / 6.09 eV. Its total charge is +1. The spin multiplicity is 4. Its molar mass is 535.75 g mol⁻¹. As for the expectation value of S²: 3.78. As for the LUMO energy (spin up / spin down): -0.081 / -0.161 hartree. The energy above the lowest of the compared OMol25 structures with the same formula, charge and spin comes out at 0.0 kcal per mole. As for the HOMO energy (spin up / spin down): -10.26 / -10.47 eV.



Entry 3:
The following is a quantum chemistry calculation of C6H12Cl3DyO2Ti as an isolated structure at a distorted geometry, from OMol25.

Geometry (Å):
Dy (-0.5081, 0.9999, 1.7993)
Cl (-0.1189, 2.7078, -0.1877)
C (-2.6242, 0.2169, 1.5664)
H (-2.8743, -0.4275, 2.4403)
H (-2.8697, -0.3018, 0.6101)
H (-3.2327, 1.1498, 1.6420)
Ti (0.1863, 0.8878, -2.2034)
C (2.1687, 1.2252, -2.9172)
C (-1.0185, 0.6868, -3.8947)
C (0.2962, -1.0685, -1.9144)
H (-1.4039, -0.3494, -3.8319)
H (-1.8742, 1.3708, -3.7476)
H (-0.5970, 0.8553, -4.9054)
H (2.8828, 0.4571, -2.5607)
H (2.3005, 1.3628, -4.0084)
H (2.4442, 2.1856, -2.4275)
H (-0.5522, -1.6405, -1.5126)
H (1.2582, -1.3769, -1.4748)
Cl (-0.4925, -2.5123, 4.7078)
C (1.0567, -1.6769, 4.4484)
Cl (2.4197, -2.7243, 4.0752)
C (0.7763, -0.6750, 3.3213)
O (0.5234, 0.5905, 3.6572)
O (0.5595, -0.9077, 1.9914)
H (1.2937, -1.0356, 5.3268)

Its max |F| is 6.4 eV/A. Its gap between HOMO and LUMO (spin up / spin down) is 2.81 / 3.02 eV. Its total charge is -2. The spin multiplicity is 8. Its molar mass is 432.89 g mol⁻¹. As for the expectation value of S²: 15.84. As for the LUMO energy (spin up / spin down): 0.156 / 0.155 hartree. The energy above the lowest of the compared OMol25 structures with the same formula, charge and spin comes out at 0.0 kcal per mole. As for the HOMO energy (spin up / spin down): 1.44 / 1.20 eV.



Entry 4:
The following is a quantum chemistry calculation of C22H59BMnO11 as an isolated structure at a distorted geometry, from OMol25.

Geometry (Å):
Mn (-29.1773, -1.5296, -4.6280)
C (-30.2756, 1.9335, -3.3966)
C (-30.5220, 1.5823, -4.8584)
O (-30.0577, 0.3676, -5.3774)
H (-30.7393, 1.1982, -2.7392)
H (-30.5752, 2.9048, -3.0029)
H (-29.1932, 1.8979, -3.2737)
H (-30.0809, 2.3645, -5.4761)
H (-31.5841, 1.6225, -5.1000)
B (-28.4068, -1.0192, -2.6151)
H (-28.6103, -2.0718, -2.7366)
H (-27.6999, -0.7379, -3.3803)
H (-29.3605, -0.5809, -2.8654)
H (-28.0646, -0.7480, -1.6284)
C (-25.8127, 3.3608, 1.2870)
O (-27.1971, 3.1429, 1.3154)
C (-27.7259, 2.4224, 0.1895)
C (-29.2814, 2.3512, 0.1995)
O (-29.8132, 1.4650, 1.1824)
C (-29.8878, 0.0732, 0.7923)
H (-25.2620, 2.4295, 1.4197)
H (-25.5700, 3.9790, 2.1513)
H (-25.4486, 3.9326, 0.4334)
H (-27.3991, 1.3880, 0.0828)
H (-27.4074, 2.8872, -0.7435)
H (-29.6382, 2.0318, -0.7796)
H (-29.8000, 3.3052, 0.2946)
H (-28.8539, -0.2625, 0.7131)
H (-30.3375, -0.0420, -0.1939)
H (-30.4093, -0.4300, 1.6064)
C (-26.7562, 0.2357, -5.6055)
O (-27.4835, -0.9137, -5.7743)
C (-26.8155, -1.8526, -6.5328)
C (-26.5607, -3.0702, -5.5425)
O (-27.6822, -3.3648, -4.7891)
C (-27.5253, -4.4074, -3.8811)
H (-25.9071, 0.0828, -4.9394)
H (-27.3043, 0.9568, -4.9991)
H (-26.4240, 0.5120, -6.6062)
H (-25.8543, -1.6103, -6.9860)
H (-27.4439, -2.2436, -7.3330)
H (-25.7352, -2.7697, -4.8973)
H (-26.2392, -3.9240, -6.1390)
H (-26.8385, -4.1397, -3.0782)
H (-27.0659, -5.2408, -4.4125)
H (-28.4086, -4.7583, -3.3475)
C (-25.1693, 3.5532, -2.9052)
O (-25.0152, 2.4646, -2.0164)
C (-25.2690, 1.2268, -2.5857)
C (-24.9129, 0.1231, -1.5762)
O (-23.5249, 0.0607, -1.4594)
C (-23.0162, -0.9802, -0.5934)
H (-26.0769, 3.5182, -3.5078)
H (-24.2742, 3.6665, -3.5168)
H (-25.2758, 4.5298, -2.4329)
H (-24.7567, 1.1977, -3.5474)
H (-26.3036, 1.0840, -2.8975)
H (-25.3273, -0.8132, -1.9500)
H (-25.2829, 0.4388, -0.6008)
H (-23.1985, -1.9690, -1.0143)
H (-23.1851, -0.9091, 0.4811)
H (-21.9291, -0.9207, -0.5414)
C (-32.0040, -5.7379, -0.6207)
O (-32.0306, -4.9455, -1.7951)
C (-30.7571, -4.8478, -2.3919)
C (-30.9842, -4.1478, -3.7099)
O (-30.7977, -2.6733, -3.6486)
C (-31.7041, -1.9441, -2.8063)
H (-31.4858, -5.2977, 0.2312)
H (-31.5658, -6.7294, -0.7348)
H (-33.0341, -5.7943, -0.2688)
H (-30.2858, -5.8139, -2.5728)
H (-30.0442, -4.3153, -1.7624)
H (-32.0062, -4.2287, -4.0802)
H (-30.3875, -4.6347, -4.4811)
H (-31.6227, -0.8789, -3.0228)
H (-31.4195, -2.1211, -1.7691)
H (-32.7394, -2.2686, -2.9113)
C (-28.8140, -8.8642, 2.4737)
O (-29.2734, -7.7148, 1.7750)
C (-28.6006, -6.5245, 2.2212)
C (-29.0626, -5.3074, 1.4132)
O (-28.2165, -4.1314, 1.5912)
C (-28.2207, -3.2723, 0.4388)
H (-29.1004, -9.8366, 2.0731)
H (-29.1426, -8.8250, 3.5123)
H (-27.7258, -8.9250, 2.4849)
H (-27.5432, -6.7029, 2.0259)
H (-28.7423, -6.3671, 3.2904)
H (-29.9954, -4.8972, 1.8001)
H (-29.3414, -5.5657, 0.3916)
H (-27.6930, -2.3337, 0.6081)
H (-29.2572, -3.0806, 0.1610)
H (-27.7835, -3.6359, -0.4912)

Its max |F| is 4.4 eV/A. Its gap between HOMO and LUMO (spin up / spin down) is 8.50 / 4.88 eV. Its total charge is +1. The spin multiplicity is 7. Its molar mass is 565.45 g mol⁻¹. As for the expectation value of S²: 12.01. As for the LUMO energy (spin up / spin down): -0.099 / -0.232 hartree. As for the HOMO energy (spin up / spin down): -11.20 / -11.20 eV.